5
Properties=species:S:1:pos:R:3 method="wB97M-V/def2-TZVPD" orbital_gap_ev=10.8 smiles="O=NNF" e_homo_ev=-10.1 max_force_ev_per_a=1.3 de_lowest_kcal_mol=65.8 e_tot_ev=-7756.6659
F 0.5244 -1.7766 -0.0001
O -2.2495 0.1187 0.0000
N -1.5568 -0.8807 -0.0001
N -0.2855 -0.6799 0.0006
H 0.2465 0.1991 0.0000



16
Properties=species:S:1:pos:R:3 method="wB97M-V/def2-TZVPD" orbital_gap_ev="3.9 / 6.5" spin_multiplicity=3 e_homo_ev="0.1 / -2.7" max_force_ev_per_a=3.4 de_lowest_kcal_mol=15.0 charge=-1 e_tot_ev=-10893.1570
O -0.6974 1.5388 0.8880
O 2.8597 -0.4573 0.2004
N -0.3330 0.5410 0.0886
C 1.7807 -0.7818 -0.6405
C 2.0587 0.5778 0.7930
C -2.7234 0.0583 -0.2295
C -1.2800 -0.2936 -0.4030
C 1.0081 0.5041 -0.2946
H -3.3041 0.0570 -1.2206
H -2.5603 1.0356 0.2638
H 1.5582 0.2333 1.7196
H 1.3169 -1.6920 -0.0280
H -3.2686 -0.6801 0.4111
H -0.9432 -1.1150 -0.9418
H 2.5517 1.4804 1.0871
H 1.9760 -1.0066 -1.6938



23
Properties=species:S:1:pos:R:3 method="wB97M-V/def2-TZVPD" orbital_gap_ev=9.2 smiles=NCCc1coc2ccccc12 e_homo_ev=-8.4 max_force_ev_per_a=8.4 de_lowest_kcal_mol=133.9 e_tot_ev=-14080.7813
O -1.4067 2.2942 -0.0463
N 3.8760 -0.5859 -0.3665
C 0.3323 0.9856 0.3979
C -3.1605 -0.8848 -0.2195
C -0.1873 2.1426 0.3316
C 1.6746 0.4500 0.8762
C -3.0955 0.5485 -0.6225
C -0.8975 -1.2065 0.3812
C 2.3754 -0.2341 -0.3877
C -0.7842 0.1020 0.3059
C -2.2711 -1.7673 0.3981
C -1.8294 0.9199 -0.2060
H -2.6409 -2.7939 0.5604
H 2.4787 1.2184 1.2626
H 4.3345 0.3120 -0.6049
H -4.1348 -1.3962 -0.0592
H 2.0636 0.5959 -1.0708
H 1.4007 -0.5112 1.4549
H -0.0370 -1.9861 0.5826
H 0.2161 3.1599 0.0900
H 4.2089 -1.0936 -1.2380
H -4.2247 0.7915 -0.8013
H 1.7088 -1.0609 -1.0188



17
Properties=species:S:1:pos:R:3 method="wB97M-V/def2-TZVPD" orbital_gap_ev=9.5 smiles=NCN.NCO e_homo_ev=-8.9 max_force_ev_per_a=1.5 de_lowest_kcal_mol=12.3 e_tot_ev=-8769.2801
O 0.2748 2.7223 -1.6478
N -1.9172 2.5968 -0.6116
N 0.6227 -3.3120 1.4637
N 1.5819 -1.6573 0.0695
C -0.6075 3.1806 -0.6035
C 0.3376 -2.1717 0.6726
H 1.4001 -1.2046 -0.8095
H 1.5291 -3.3845 1.8957
H -2.0700 1.8366 0.0360
H -0.1216 -1.3432 1.2374
H -0.6566 4.2300 -0.8505
H -0.1123 -3.6417 2.0618
H -0.3696 -2.4058 -0.1251
H -2.2477 2.2955 -1.5196
H -0.1650 2.9007 0.3584
H 0.2606 1.7589 -1.6672
H 2.2607 -2.4005 0.0397



68
Properties=species:S:1:pos:R:3 method="wB97M-V/def2-TZVPD" orbital_gap_ev=5.6 e_homo_ev=-8.8 max_force_ev_per_a=5.5 de_lowest_kcal_mol=243.3 e_tot_ev=-124820.5475
S 24.5862 10.5101 -6.6951
S 19.7064 8.5885 6.9872
S 19.8023 9.3665 4.5087
S 24.2733 8.1728 -5.4919
F 22.5596 6.0482 -5.5885
F 25.5795 11.6072 -4.3982
F 21.6196 11.0571 3.4839
F 20.4237 10.0031 1.9246
F 23.6376 12.4585 -5.1076
F 21.7945 7.6886 -4.2996
F 19.6195 11.1196 7.8231
F 18.6538 9.7474 9.2032
F 21.9102 8.9766 2.9815
F 23.5427 6.3097 -3.6308
F 17.5972 10.3137 7.4142
F 25.5047 12.9283 -6.2163
O 16.7502 3.5710 -0.2380
O 19.4705 8.0445 4.0365
O 24.0331 11.1706 -7.9007
O 18.5377 7.7608 6.5733
O 14.6331 4.2826 4.5057
O 10.7008 12.6906 6.2207
O 26.9448 7.9037 6.0865
O 25.3012 8.3448 -4.4750
O 20.5013 7.8380 7.9118
O 28.5010 10.5242 1.6392
O 21.6175 16.8655 -0.0056
O 24.6481 7.4488 -6.7234
O 23.8610 10.2483 11.0701
O 14.6172 6.2723 11.2170
O 18.7083 10.3396 4.4221
O 24.1515 14.6139 6.9416
O 10.9050 9.5374 10.1928
O 17.2027 17.1165 11.4548
O 17.5565 15.9233 3.3355
O 25.9572 10.0094 -6.8391
N 23.4451 9.4492 -5.8804
N 20.6467 9.4590 5.8001
C 22.9120 6.9592 -4.6809
C 20.9917 9.9227 3.1138
C 18.8354 10.0640 7.8953
C 24.8377 11.9993 -5.4470
Li 19.4159 10.2946 -5.8954
Li 24.2361 10.5727 7.1304
H 17.8209 16.9668 12.1701
H 10.8330 12.1871 7.0240
H 23.5937 11.0860 11.4482
H 22.2189 17.3519 -0.5694
H 17.0141 4.3569 0.2405
H 21.8190 15.9455 -0.1768
H 15.2258 5.5354 11.2701
H 16.9341 2.8502 0.3643
H 14.0071 5.0017 4.4207
H 24.8746 15.2265 6.8075
H 15.3470 4.6465 5.0294
H 23.3815 15.1718 7.0511
H 28.1197 9.9471 0.9775
H 11.0619 13.5551 6.4171
H 10.1036 9.4439 10.7078
H 23.2967 9.6023 11.4951
H 27.5147 7.2442 6.4820
H 27.2692 7.9950 5.1905
H 28.6163 11.3614 1.1897
H 17.2005 15.0443 3.2057
H 18.3968 15.9121 2.8773
H 11.3963 8.7342 10.3653
H 15.1616 7.0446 11.3698
H 17.7487 17.1530 10.6695



14
Properties=species:S:1:pos:R:3 method="wB97M-V/def2-TZVPD" orbital_gap_ev=9.7 smiles="O=CC1CCC1" e_homo_ev=-9.0 max_force_ev_per_a=3.9 de_lowest_kcal_mol=68.7 e_tot_ev=-7359.2764
O -0.7481 -1.1092 -1.8285
C 0.5175 -0.7317 0.1442
C -0.1719 -1.6055 -0.8681
C -0.2666 0.1904 1.1934
C -0.4570 1.3626 0.2363
C 0.6160 0.6395 -0.6140
H 0.0338 0.2235 -1.6194
H 1.3316 -1.2890 0.6394
H -1.4373 1.4022 -0.2550
H 1.5966 1.0878 -0.3378
H -0.2140 2.3746 0.6026
H -1.1302 -0.3243 1.5793
H -0.1086 -2.7024 -0.8583
H 0.4383 0.4816 1.9858



8
Properties=species:S:1:pos:R:3 method="wB97M-V/def2-TZVPD" orbital_gap_ev="8.9 / 8.9" e_homo_ev="-8.8 / -8.8" max_force_ev_per_a=1.8 de_lowest_kcal_mol=45.0 e_tot_ev=-31600.6009
Cl 0.8876 -2.4296 0.5947
Cl 0.8994 1.8833 1.0666
N -1.8843 0.2901 -0.1230
N -1.1792 -0.7209 -0.1497
N 2.5683 0.8401 -0.8607
C 1.9393 1.4117 -0.1010
C -0.5703 -1.6123 0.3508
H -2.6608 0.3376 -0.7778



25
Properties=species:S:1:pos:R:3 method="wB97M-V/def2-TZVPD" orbital_gap_ev=9.3 smiles=CCCCCN.O.O e_homo_ev=-8.8 max_force_ev_per_a=5.0 de_lowest_kcal_mol=59.5 e_tot_ev=-11043.6765
O 2.0909 -2.4631 0.6194
O 1.6379 1.8512 -2.0290
N -0.9685 -1.4526 -2.1938
C -0.5078 -0.2409 -1.5332
C -0.1106 1.4198 2.6738
C -1.1385 -0.3772 0.9632
C 0.1270 0.4497 1.4995
C -1.4534 0.1096 -0.3803
H -0.9600 -1.4349 0.6936
H 1.9789 -1.6816 0.1377
H -1.6731 -1.2620 -2.9078
H -2.5498 -0.3250 -0.6564
H 0.2458 0.9107 3.5702
H 0.5202 2.4285 2.7780
H 0.8736 0.7982 0.7755
H -2.0557 -0.2521 1.5166
H 2.1084 2.4305 -1.5103
H 0.4375 -0.3625 -1.0267
H -1.5396 1.2293 -0.2772
H -1.1960 1.5889 2.8619
H -0.3280 -2.1167 -2.4113
H 1.6753 -3.1238 0.0427
H 0.8464 -0.3090 1.7733
H -0.3232 0.6473 -2.2808
H 2.2624 1.5377 -2.6985